<one>
Entry from the OMol25 dataset: 3 unconnected molecules or ions with the total composition C3H12N2O2 (ωB97M-V/def2-TZVPD).

Geometry as ORCA input:
```
! wB97M-V def2-TZVPD RIJCOSX def2/J DEFGRID3
* xyz 0 1
C 0.279 0.123 -1.860
C -0.691 -0.716 -1.007
N -1.139 1.263 0.949
C -0.398 0.129 1.158
N -0.235 -0.844 0.369
H 1.239 -0.391 -1.911
H 0.482 1.080 -1.366
H -0.216 0.214 -2.827
H -0.746 -1.712 -1.421
H -1.686 -0.273 -1.058
H -1.384 1.526 0.009
H -1.045 2.087 1.518
H -0.001 0.020 2.164
H 4.086 2.429 -1.184
H 3.783 3.839 -0.789
O 3.571 3.195 -1.475
H -1.099 -3.716 2.126
H -2.591 -4.030 1.867
O -1.962 -3.312 1.993
*
```

Summary:
LUMO, eV: 0.799
Kohn-Sham gap, Ha: 0.3527
Structure (SMILES): CC/N=C\N.O.O
HOMO energy, eV: -8.80

<two>
Entry from the OMol25 dataset: 2 unconnected molecules or ions with the total composition C3H12N2O2 (ωB97M-V/def2-TZVPD).

Geometry as ORCA input:
```
! wB97M-V def2-TZVPD RIJCOSX def2/J DEFGRID3
* xyz 0 1
C -0.628 -0.332 0.424
N -0.445 0.715 -0.584
C -0.334 1.977 0.027
O -0.055 3.136 -0.903
C -0.975 -1.788 0.105
N -2.247 -1.794 -0.700
H 0.163 -0.366 1.175
H -1.492 -0.151 1.142
H 0.454 0.485 -1.130
H 0.477 2.077 0.753
H -1.252 2.347 0.449
H 0.609 2.780 -1.540
H -1.167 -2.192 1.143
H -0.151 -2.425 -0.322
H -2.161 -1.539 -1.722
H -2.452 -2.695 -0.756
H 4.020 -0.702 0.321
H 4.103 0.479 1.383
O 3.533 -0.013 0.735
*
```

Summary:
LUMO, eV: 0.552
Kohn-Sham gap, Ha: 0.3525
Structure (SMILES): NCCNCO.O
HOMO energy, eV: -9.04

Stability verdict: <one>, ahead by 129.0 kJ/mol

<one>
Entry from the OMol25 dataset: C4H6O in the gas phase (ωB97M-V/def2-TZVPD).

Geometry as ORCA input:
```
! wB97M-V def2-TZVPD RIJCOSX def2/J DEFGRID3
* xyz 0 1
C -1.968 0.234 0.220
O -0.697 0.601 -0.321
C 0.233 -0.324 -0.231
C 1.597 -0.105 -0.249
C 2.601 0.503 -0.938
H -2.360 -0.658 -0.277
H -2.630 1.080 0.047
H -1.887 0.048 1.298
H 1.731 -0.666 0.706
H -0.122 -1.324 0.047
H 3.501 0.611 -0.303
*
```

Summary:
LUMO (spin up / spin down), eV: -0.299 / -0.290
Kohn-Sham gap (spin up / spin down), Ha: 0.2651 / 0.2663
HOMO energy (spin up / spin down), eV: -7.51 / -7.54

<two>
Entry from the OMol25 dataset: C4H6O in the gas phase (ωB97M-V/def2-TZVPD).

Geometry as ORCA input:
```
! wB97M-V def2-TZVPD RIJCOSX def2/J DEFGRID3
* xyz 0 1
C -1.585 0.674 0.133
C -0.260 0.429 0.207
O 0.654 1.352 -0.304
C 0.328 -0.904 0.535
C 1.346 -1.256 -0.265
H -1.931 1.678 0.448
H -2.265 0.212 -0.555
H 0.083 2.052 -0.634
H -0.018 -1.493 1.393
H 1.597 -2.295 -0.463
H 2.050 -0.448 -0.495
*
```

Summary:
LUMO, eV: 0.036
Kohn-Sham gap, Ha: 0.2918
Structure (SMILES): C=CC(=C)O
HOMO energy, eV: -7.90

Stability verdict: <two>, ahead by 173.1 kJ/mol

<one>
Entry from the OMol25 dataset: C4H6O in the gas phase (ωB97M-V/def2-TZVPD).

Geometry as ORCA input:
```
! wB97M-V def2-TZVPD RIJCOSX def2/J DEFGRID3
* xyz 0 1
C 0.844 0.761 0.783
C -0.119 -0.138 0.001
C -1.245 -0.675 0.522
C 0.175 -0.380 -1.465
H 0.617 1.810 0.485
H 0.603 0.717 1.876
H 1.954 0.570 0.544
H -1.935 -1.167 -0.191
H -1.560 -0.518 1.527
H 1.053 0.184 -1.903
O -0.388 -1.163 -2.178
*
```

Summary:
LUMO, eV: 0.261
Kohn-Sham gap, Ha: 0.3751
Structure (SMILES): C=C(C)C=O
HOMO energy, eV: -9.95

<two>
Entry from the OMol25 dataset: a molecular structure, C4H6O (ωB97M-V/def2-TZVPD).

Geometry as ORCA input:
```
! wB97M-V def2-TZVPD RIJCOSX def2/J DEFGRID3
* xyz 0 1
C 0.875 0.737 -0.123
C -0.005 -0.068 0.838
C -1.083 -0.800 0.072
O -0.211 -1.251 -0.893
C 0.927 -0.729 -0.152
H 1.720 1.219 0.358
H 0.413 1.289 -0.938
H 0.063 0.044 1.915
H -2.199 0.918 -0.691
H -2.275 0.028 -0.363
H 1.777 -1.387 -0.023
*
```

Summary:
LUMO, eV: 0.453
Kohn-Sham gap, Ha: 0.3240
HOMO energy, eV: -8.36

<three>
Entry from the OMol25 dataset: 2 unconnected molecules or ions with the total composition C4H6O (ωB97M-V/def2-TZVPD).

Geometry as ORCA input:
```
! wB97M-V def2-TZVPD RIJCOSX def2/J DEFGRID3
* xyz 0 1
C -2.003 -0.216 -0.334
C -0.745 0.379 -0.201
C 0.558 -0.427 0.255
C 1.916 0.335 0.059
H -2.983 0.382 -0.644
H -2.278 -1.231 0.022
H -0.569 1.473 -0.568
H 0.703 -0.653 1.428
H 0.652 -1.369 -0.247
H 1.759 1.593 0.793
O 2.989 -0.267 -0.563
*
```

Summary:
LUMO, eV: 0.188
Kohn-Sham gap, Ha: 0.3730
HOMO energy, eV: -9.96

<four>
Entry from the OMol25 dataset: 2 unconnected molecules or ions with the total composition C4H6O (ωB97M-V/def2-TZVPD).

Geometry as ORCA input:
```
! wB97M-V def2-TZVPD RIJCOSX def2/J DEFGRID3
* xyz 0 1
C 0.984 -1.043 -0.045
C 0.521 -0.107 1.034
C -0.861 1.381 -0.824
O -1.029 0.586 -1.714
C -0.283 -1.079 0.752
H 1.773 -1.763 0.178
H 0.941 -0.734 -1.095
H 0.735 0.784 1.605
H -0.012 2.095 -0.826
H -1.533 1.454 0.052
H -1.229 -1.580 0.883
*
```

Summary:
LUMO, eV: 0.777
Kohn-Sham gap, Ha: 0.3816
Structure (SMILES): C1=CC1.C=O
HOMO energy, eV: -9.61

Stability verdict: <one>, ahead by 257.0 kJ/mol